Record 1
{
  "formula": "H18O9",
  "method": "the ωB97M-V functional and the def2-TZVPD basis",
  "elements": ["O", "O", "O", "O", "O", "O", "O", "O", "O", "H", "H", "H", "H", "H", "H", "H", "H", "H", "H", "H", "H", "H", "H", "H", "H", "H", "H"],
  "xyz": [[-3.444, -0.495, 0.687], [3.895, -1.543, -1.044], [-0.642, 1.111, 3.491], [-1.366, -2.904, -0.213], [-2.556, 0.690, -2.235], [0.676, 1.385, 0.079], [1.608, 4.133, -0.579], [2.956, -1.592, 0.857], [-1.208, -0.038, -1.091], [0.750, 4.175, -1.016], [-2.510, 0.974, -1.315], [-0.632, -0.202, -1.845], [0.439, 0.469, -0.108], [-1.776, -2.038, -0.318], [1.549, 1.323, 0.483], [-1.381, 0.769, 2.976], [1.896, 3.224, -0.714], [-0.694, 0.630, 4.324], [3.259, -0.833, -1.182], [4.707, -1.086, -0.798], [-0.877, -0.632, -0.408], [-1.312, -3.248, -1.112], [-2.544, 1.514, -2.736], [-2.518, -0.275, 0.839], [3.018, -2.527, 0.629], [-3.498, -1.436, 0.890], [2.204, -1.548, 1.459]],
  "atomic_forces_ev_per_a": [[0.244, -0.135, 0.155], [1.446, 0.220, -2.772], [-0.059, -0.244, 0.002], [0.096, 0.063, 0.131], [-3.296, 2.714, -3.054], [0.590, -0.094, 0.093], [0.126, 0.088, -0.171], [-1.687, -0.004, 2.382], [3.854, -3.022, 3.432], [0.083, -0.073, 0.136], [-0.535, 0.078, -0.647], [-0.318, 0.108, -0.140], [0.058, 0.414, -0.055], [-0.369, -0.309, -0.321], [-0.049, 0.108, 0.267], [0.029, 0.157, 0.061], [-0.223, 0.104, 0.004], [0.022, 0.081, -0.023], [0.148, -0.237, 0.160], [-0.073, -0.095, -0.048], [0.693, -0.290, 0.203], [-0.034, -0.009, 0.059], [-0.480, 0.067, -0.258], [-0.189, 0.156, 0.072], [0.098, 0.252, -0.175], [-0.183, -0.013, 0.057], [0.010, -0.085, 0.449]],
  "homo_lumo_gap_ev": 10.19,
  "smiles": "O.O.O.O.O.O.O.O.O",
  "charge": 0,
  "e_homo_ev": -10.37,
  "lumo_ev": -0.18,
  "relative_energy_kj_mol": 557.4,
  "total_energy_ev": -18716.3583
}

***

Record 2
{
  "formula": "H18O9",
  "method": "the ωB97M-V functional and the def2-TZVPD basis",
  "elements": ["O", "O", "O", "O", "O", "O", "O", "O", "O", "H", "H", "H", "H", "H", "H", "H", "H", "H", "H", "H", "H", "H", "H", "H", "H", "H", "H"],
  "xyz": [[2.357, 0.207, 1.450], [-0.409, 2.004, 3.164], [0.219, 2.269, -4.600], [-1.260, -0.816, 5.081], [4.411, -1.258, -2.924], [-2.531, -3.386, -3.035], [0.637, -0.430, 0.219], [-0.600, 3.873, 0.875], [-2.560, -3.027, -0.066], [-2.066, -3.684, -2.232], [-0.475, 2.617, 3.800], [-0.558, 4.027, -0.075], [-0.197, -0.937, 0.333], [3.605, -1.586, -2.487], [0.424, 2.089, 2.724], [-2.747, -4.208, -3.323], [0.391, 0.496, 0.302], [-2.053, -2.331, -0.375], [-1.628, -1.706, 4.803], [-0.577, 4.766, 1.333], [-2.912, -3.464, -0.835], [-1.601, -0.187, 4.358], [2.447, 0.869, 0.832], [4.519, -0.395, -2.605], [-0.049, 1.703, -3.826], [0.338, 3.034, -4.111], [2.878, -0.540, 1.220]],
  "atomic_forces_ev_per_a": [[0.662, -0.336, 4.097], [-0.612, -3.890, -3.185], [-0.881, -3.117, 0.570], [-1.510, -0.187, -2.093], [-0.793, -2.113, -0.347], [1.379, 2.797, 2.351], [-2.424, -1.312, -1.298], [0.143, 1.325, 0.805], [-1.129, -2.049, 1.503], [0.400, 0.773, -0.416], [-0.148, 3.525, 3.555], [-0.034, 0.363, 0.175], [0.692, 0.668, -0.161], [0.497, 0.174, -0.313], [0.673, 0.158, -0.186], [-1.480, -3.748, -2.259], [-0.232, -0.180, 0.224], [1.393, 2.163, -1.029], [0.649, 1.590, 0.487], [-0.054, -1.625, -1.142], [-0.588, 0.056, -0.187], [0.935, -1.355, 1.580], [0.757, 1.941, -2.279], [0.280, 1.939, 0.666], [0.255, 0.078, -1.503], [0.626, 3.029, 0.925], [0.544, -0.667, -0.539]],
  "homo_lumo_gap_ev": 10.01,
  "smiles": "O.O.O.O.O.O.O.O.O",
  "charge": 0,
  "e_homo_ev": -10.28,
  "lumo_ev": -0.27,
  "relative_energy_kj_mol": 482.0,
  "total_energy_ev": -18717.1398
}

***

Record 3
{
  "formula": "H18O9",
  "method": "the ωB97M-V functional and the def2-TZVPD basis",
  "elements": ["O", "O", "O", "O", "O", "O", "O", "O", "O", "H", "H", "H", "H", "H", "H", "H", "H", "H", "H", "H", "H", "H", "H", "H", "H", "H", "H"],
  "xyz": [[-1.185, 0.802, -1.991], [0.547, 0.287, 2.910], [-0.787, 2.233, 0.401], [1.769, 3.195, 1.373], [0.326, -0.775, 0.347], [1.591, -0.077, -2.015], [-1.195, -3.010, -0.132], [0.669, -2.961, -2.795], [-2.265, 0.059, 1.458], [-2.679, 0.489, 2.271], [1.076, -2.909, -3.679], [-1.556, 1.276, -2.782], [-0.843, 2.010, -0.540], [0.619, -0.379, 1.155], [2.207, 0.618, -1.717], [2.305, 2.819, 2.057], [-0.584, -2.285, 0.049], [1.053, 2.573, 1.327], [0.830, -0.378, -0.398], [0.264, -0.610, 3.162], [-1.800, -2.967, 0.606], [1.032, -2.341, -2.182], [0.218, 0.767, 3.678], [-1.498, -0.407, 1.738], [-1.226, 1.535, 0.916], [-0.430, 0.346, -2.253], [1.537, 0.101, -2.961]],
  "atomic_forces_ev_per_a": [[-2.864, 2.250, -0.501], [-0.482, -0.774, 0.763], [0.448, 0.553, 0.540], [0.462, 0.457, -0.164], [0.293, -0.314, -1.195], [0.740, 0.674, -0.244], [0.044, -0.325, -0.003], [-0.644, -1.024, -1.247], [-2.170, 1.571, 1.277], [0.906, -1.047, -1.545], [0.017, 0.315, 0.982], [0.645, -0.883, 1.125], [-0.249, -0.485, 0.348], [0.497, 0.716, 0.460], [-0.274, -0.320, 0.075], [0.762, -0.089, 0.611], [0.119, 0.180, -0.142], [-1.260, -0.320, -0.597], [-0.638, -0.335, 0.791], [0.438, 0.080, -0.226], [-0.388, -0.075, 0.136], [0.690, 0.688, 0.195], [0.150, 0.573, -0.133], [0.961, -0.547, 0.360], [-0.101, -0.026, -0.828], [1.961, -1.256, -0.739], [-0.061, -0.240, -0.099]],
  "homo_lumo_gap_ev": 10.09,
  "smiles": "O.O.O.O.O.O.O.O.O",
  "charge": 0,
  "e_homo_ev": -10.26,
  "lumo_ev": -0.17,
  "relative_energy_kj_mol": 258.2,
  "total_energy_ev": -18719.4596
}

***

Record 4
{
  "formula": "H18O9",
  "method": "the ωB97M-V functional and the def2-TZVPD basis",
  "elements": ["O", "O", "O", "O", "O", "O", "O", "O", "O", "H", "H", "H", "H", "H", "H", "H", "H", "H", "H", "H", "H", "H", "H", "H", "H", "H", "H"],
  "xyz": [[-2.998, 0.269, -0.160], [-0.729, 0.662, -2.302], [0.162, -0.478, -0.065], [-0.795, 3.546, -1.031], [1.227, 2.244, 0.896], [0.527, -2.952, -1.083], [1.491, -1.582, 2.898], [-0.971, -0.604, 1.864], [3.523, -1.068, 0.130], [0.673, 1.503, 0.624], [2.650, -1.488, 0.512], [-0.066, -3.102, -0.446], [-0.987, 3.848, -1.898], [-1.873, -1.169, 2.133], [-0.085, -3.153, -1.818], [0.486, -1.412, -0.437], [-0.926, 2.577, -1.067], [0.042, 0.867, -2.746], [3.258, -0.087, 0.069], [2.152, -1.183, 2.342], [-0.535, -0.860, 1.050], [0.693, 2.965, 0.718], [-3.119, -0.251, 0.600], [-1.238, 0.961, -2.977], [0.750, -1.052, 2.688], [-2.987, 1.111, 0.303], [-0.328, -0.125, -0.791]],
  "atomic_forces_ev_per_a": [[-0.063, 1.290, -1.088], [0.189, -1.210, 3.012], [3.185, -2.978, -1.839], [0.097, -1.180, 1.273], [1.400, -2.380, 0.381], [2.224, 0.421, -4.387], [1.198, -1.051, 0.190], [-5.416, -1.628, 4.793], [-3.258, 1.005, 1.060], [0.239, -0.339, 0.208], [2.609, 1.105, -1.266], [-3.242, -1.253, 4.922], [-0.265, 0.511, -1.191], [4.134, 2.037, -1.255], [0.942, 0.321, -0.391], [-0.516, 2.702, 0.453], [0.107, 0.642, -0.087], [3.847, 0.314, -0.617], [0.597, -2.103, 0.141], [0.902, 0.175, 0.027], [-0.457, -0.344, -0.985], [-1.504, 2.612, -0.562], [-0.122, -1.789, 1.324], [-4.036, 1.090, -2.740], [-2.018, 0.884, -0.052], [0.164, 0.650, -0.441], [-0.937, 0.498, -0.883]],
  "homo_lumo_gap_ev": 10.29,
  "smiles": "O.O.O.O.O.O.O.O.O",
  "charge": 0,
  "e_homo_ev": -10.61,
  "lumo_ev": -0.32,
  "relative_energy_kj_mol": 432.1,
  "total_energy_ev": -18717.6571
}